Computed, not measured: a 2-piece molecular cluster, C3H8 overall, with ωB97M-V/def2-TZVPD.

2S+1: 1
E_tot in eV: -3239.3501
Strongest force on any atom in eV/A: 0.874
LUMO energy in eV: 1.16
HOMO energy in eV: -9.80
Kohn-Sham gap in eV: 10.96
SMILES: C=C.C
Energy above the lowest of the compared OMol25 structures with the same formula, charge and spin in eV: 1.403

Last column: Löwdin charge in e.
Element x y z (Å)
C -0.882 0.752 1.824  -0.09
C -1.413 1.692 1.062  -0.09
H -1.528 -0.035 2.208  0.05
H 0.165 0.686 2.101  0.05
H -2.329 1.509 0.511  0.04
H -1.005 2.691 0.946  0.04
C 1.418 -1.454 -1.748  -0.05
H 1.733 -2.471 -1.519  0.01
H 0.646 -1.228 -1.013  0.00
H 0.923 -1.351 -2.711  0.01
H 2.272 -0.791 -1.660  0.01